{"formula": "C36H66Cl4O16S5", "method": "ωB97M-V/def2-TZVPD", "elements": ["C", "C", "C", "S", "O", "O", "C", "H", "H", "H", "H", "H", "H", "H", "H", "C", "C", "C", "S", "O", "O", "C", "H", "H", "H", "H", "H", "H", "H", "H", "C", "C", "C", "S", "O", "O", "C", "H", "H", "H", "H", "H", "H", "H", "H", "C", "C", "C", "S", "O", "O", "C", "H", "H", "H", "H", "H", "H", "H", "H", "C", "C", "C", "S", "O", "O", "C", "H", "H", "H", "H", "H", "H", "H", "H", "O", "C", "O", "C", "C", "C", "H", "H", "H", "H", "H", "H", "O", "C", "O", "C", "C", "C", "H", "H", "H", "H", "H", "H", "O", "C", "O", "C", "C", "C", "H", "H", "H", "H", "H", "H", "Cl", "C", "C", "Cl", "H", "H", "H", "H", "Cl", "C", "C", "Cl", "H", "H", "H", "H"], "xyz": [[-3.577827, -6.904189, -25.079677], [-3.428316, -8.438029, -24.931191], [-2.742686, -8.679522, -23.601336], [-3.564089, -7.524247, -22.475545], [-2.582382, -6.848883, -21.661221], [-4.701870, -8.187735, -21.891937], [-4.110033, -6.368105, -23.761439], [-4.235381, -6.759611, -25.931274], [-2.606736, -6.490254, -25.360036], [-2.849814, -8.832899, -25.766296], [-4.419243, -8.895455, -24.952799], [-1.680079, -8.439761, -23.637032], [-2.845205, -9.681217, -23.187527], [-3.742704, -5.364069, -23.574364], [-5.199475, -6.351708, -23.779572], [-2.970305, -8.092668, -33.274844], [-3.946232, -8.005535, -32.097414], [-3.790525, -9.293726, -31.286819], [-2.024094, -9.689558, -31.421813], [-1.909634, -10.987829, -32.055217], [-1.345105, -9.474803, -30.169379], [-1.614136, -8.446010, -32.658622], [-2.874577, -7.110533, -33.741922], [-3.283697, -8.792297, -34.048808], [-4.978280, -7.839005, -32.406564], [-3.649306, -7.129447, -31.511925], [-4.392327, -10.096140, -31.708034], [-4.032615, -9.216733, -30.228626], [-0.907827, -8.865816, -33.365500], [-1.243791, -7.592512, -32.088773], [-7.241214, -8.786133, -29.795947], [-7.540568, -8.342597, -28.353513], [-8.589635, -7.254926, -28.354971], [-9.747818, -7.831423, -29.623920], [-10.424719, -6.761447, -30.315925], [-10.564540, -8.868747, -29.032834], [-8.498577, -8.643755, -30.672007], [-6.778689, -9.771868, -29.787453], [-6.481407, -8.097558, -30.178919], [-6.615707, -8.085819, -27.835382], [-7.943058, -9.184964, -27.778927], [-8.191483, -6.291684, -28.689015], [-9.092116, -7.068733, -27.409506], [-8.257006, -7.936368, -31.458786], [-8.950233, -9.570564, -31.009132], [-1.653601, -1.304880, -29.633233], [-1.582467, 0.061219, -30.331361], [-2.670309, 0.910433, -29.677818], [-2.697089, 0.451149, -27.940400], [-4.035189, 0.064109, -27.562707], [-1.958315, 1.378637, -27.120768], [-1.713907, -1.079554, -28.135435], [-0.811222, -1.934709, -29.922390], [-2.553755, -1.825457, -29.978427], [-1.823295, -0.034756, -31.388819], [-0.582408, 0.489228, -30.251902], [-3.631629, 0.551715, -30.054168], [-2.657805, 1.993960, -29.763653], [-2.239541, -1.768422, -27.476093], [-0.719885, -0.857347, -27.745410], [-5.581658, -1.394116, -23.144837], [-6.586532, -1.192685, -24.292993], [-5.876221, -1.593794, -25.559031], [-4.956421, -3.083788, -25.106559], [-3.571139, -2.953797, -25.511942], [-5.653001, -4.258707, -25.581125], [-5.115120, -2.828652, -23.299540], [-6.095957, -1.181009, -22.209411], [-4.760072, -0.680956, -23.239467], [-6.944974, -0.161260, -24.291169], [-7.481369, -1.780255, -24.061083], [-5.052885, -0.889161, -25.729023], [-6.389609, -1.605816, -26.516128], [-4.214393, -3.215152, -22.830663], [-5.937068, -3.500926, -23.033573], [-1.665207, -4.814624, -30.124304], [-0.849073, -4.715490, -29.250368], [0.401711, -4.278573, -29.542349], [1.112933, -3.927461, -28.343540], [0.437961, -4.747379, -27.264986], [-1.018538, -4.791521, -27.722352], [1.012492, -2.850464, -28.186283], [2.163581, -4.164956, -28.484610], [0.522452, -4.347934, -26.256213], [0.838544, -5.762011, -27.293865], [-1.591541, -3.918396, -27.409207], [-1.581372, -5.696155, -27.504545], [-7.640361, -5.494702, -31.107037], [-8.214545, -5.110968, -32.090778], [-8.962894, -5.935537, -32.844765], [-9.663273, -5.200127, -33.847539], [-8.847280, -3.914251, -34.037850], [-8.228511, -3.711032, -32.662995], [-10.665248, -4.919882, -33.510922], [-9.747545, -5.799099, -34.748377], [-9.407920, -3.088511, -34.468949], [-8.040300, -4.125318, -34.747629], [-8.826879, -3.095670, -31.985517], [-7.220582, -3.305944, -32.700814], [-9.705383, -5.062584, -26.151526], [-9.814882, -4.364789, -27.120292], [-10.661783, -4.660247, -28.131902], [-10.618188, -3.613052, -29.139649], [-9.242244, -3.008254, -28.950540], [-9.104055, -3.061438, -27.435952], [-11.421191, -2.919230, -28.875718], [-10.818889, -4.047136, -30.114880], [-9.217203, -1.994968, -29.358415], [-8.494687, -3.642692, -29.425473], [-9.656767, -2.241676, -26.964795], [-8.080442, -2.963254, -27.083600], [-1.692549, -2.071465, -33.730689], [-2.294574, -3.486563, -32.824860], [-3.303091, -4.294933, -33.602487], [-4.658644, -3.348104, -34.237313], [-2.783396, -3.124932, -31.921988], [-1.437226, -4.076101, -32.517545], [-3.741285, -5.044760, -32.940389], [-2.869600, -4.865836, -34.422966], [-4.177222, -6.872942, -28.568696], [-5.329341, -5.483577, -28.540794], [-4.609421, -4.208349, -28.925065], [-5.806685, -2.941354, -29.241946], [-5.693826, -5.465548, -27.519757], [-6.077434, -5.708827, -29.296490], [-4.075543, -4.383031, -29.858556], [-3.878746, -3.887750, -28.185142]], "atomic_forces_ev_per_a": [[0.162, -1.061, -0.443], [0.067, 0.290, -0.151], [-0.010, -0.118, 0.248], [0.475, 0.297, -0.544], [-0.150, -0.177, 0.222], [0.084, 0.151, 0.042], [-0.346, 0.070, -0.468], [-0.170, 0.506, 0.206], [-0.008, 0.178, 0.250], [-0.034, -0.123, 0.045], [0.033, -0.085, 0.069], [-0.046, 0.220, 0.042], [-0.169, 0.028, -0.003], [0.121, -0.095, 0.382], [0.015, -0.086, 0.184], [0.187, 0.536, -0.056], [-0.035, 0.148, 0.055], [0.073, 0.412, 0.125], [-0.239, -1.269, -0.415], [0.009, 0.316, 0.117], [-0.088, 0.387, -0.104], [-0.681, 0.019, 0.392], [-0.107, -0.106, -0.148], [0.037, -0.191, 0.133], [-0.009, -0.103, -0.056], [-0.064, -0.139, 0.232], [0.318, -0.186, -0.152], [0.064, 0.204, -0.013], [0.228, 0.007, 0.165], [0.280, 0.006, -0.212], [0.269, 0.463, 0.223], [-0.112, -0.913, 0.688], [0.136, 0.587, -0.582], [-0.193, -0.179, 0.343], [0.304, 0.017, -0.014], [0.256, 0.031, -0.062], [0.271, 0.558, 0.583], [-0.256, -0.133, -0.146], [-0.051, -0.054, -0.122], [-0.073, 0.320, -0.090], [-0.042, -0.009, -0.160], [-0.043, -0.116, -0.212], [-0.240, -0.307, -0.041], [-0.423, -0.215, -0.327], [0.020, -0.003, -0.125], [-0.279, -0.589, -0.412], [-0.083, 0.206, 0.065], [-0.538, -0.207, 0.037], [0.793, -0.709, 0.101], [-0.190, 0.233, -0.006], [-0.183, 0.167, -0.163], [-0.101, 1.033, 0.279], [0.018, 0.017, 0.054], [-0.010, 0.032, 0.093], [0.187, -0.085, -0.049], [-0.058, 0.120, 0.139], [-0.044, 0.114, 0.063], [0.364, -0.013, -0.034], [0.097, -0.381, -0.289], [-0.074, 0.034, 0.149], [-0.061, 0.367, -0.275], [-0.612, 0.367, 0.675], [1.217, 0.611, 0.085], [-0.300, 0.489, -0.638], [0.086, 0.049, 0.146], [-0.120, -0.127, 0.433], [-0.562, -0.962, -0.515], [0.223, -0.323, 0.201], [0.052, -0.075, -0.024], [0.236, 0.036, -0.305], [0.103, -0.251, -0.301], [-0.126, 0.053, 0.038], [-0.267, -0.641, 0.168], [0.167, 0.463, 0.079], [0.062, -0.003, 0.062], [-0.075, -0.583, 0.077], [-0.088, 1.280, 0.304], [0.036, -0.136, -0.118], [-0.034, -0.002, 0.050], [-0.472, -0.376, 0.513], [0.346, -0.351, -1.225], [-0.038, -0.003, 0.012], [-0.006, -0.030, -0.055], [0.260, 0.037, -0.059], [0.078, 0.035, 0.162], [-0.067, -0.022, 0.058], [0.024, 0.044, 0.278], [0.162, -0.101, -0.050], [0.097, -0.007, 0.138], [-0.012, -0.079, 0.062], [-0.219, 0.973, -0.306], [0.507, -0.445, -0.549], [-0.205, 0.062, -0.028], [-0.010, -0.422, 0.253], [0.075, -0.145, 0.055], [-0.181, 0.031, 0.300], [-0.002, 0.037, 0.059], [-0.019, 0.055, -0.074], [0.021, -0.007, 0.162], [0.013, 0.056, -0.100], [0.072, 0.062, 0.267], [0.061, 0.026, -0.116], [-0.167, -0.330, 0.619], [-0.370, 0.486, -0.205], [0.072, 0.341, -0.292], [0.064, 0.138, -0.184], [0.070, -0.234, 0.074], [0.257, -0.085, -0.023], [0.061, 0.088, -0.062], [-0.171, -0.090, -0.024], [-0.009, -0.549, 0.129], [0.081, -0.046, 0.005], [-0.426, 0.274, 0.171], [0.182, -0.867, 0.031], [-0.148, 0.164, -0.040], [0.149, 0.173, -0.017], [-0.045, -0.148, -0.100], [0.044, 0.145, 0.165], [0.101, 0.380, -0.169], [0.204, 0.080, -0.171], [0.252, -0.154, -0.011], [0.475, -0.689, -0.433], [-0.030, 0.383, 0.169], [-0.355, 0.197, -0.104], [-0.180, 0.003, 0.218], [-0.003, 0.099, 0.052], [-0.254, 0.147, 0.176]], "lowdin_charge": [-0.23, -0.22, -0.23, 0.68, -0.33, -0.32, -0.22, 0.05, 0.11, 0.11, 0.12, 0.11, 0.11, 0.07, 0.11, -0.21, -0.24, -0.23, 0.67, -0.33, -0.33, -0.21, 0.09, 0.12, 0.11, 0.09, 0.11, 0.06, 0.11, 0.10, -0.21, -0.23, -0.22, 0.69, -0.32, -0.32, -0.19, 0.11, 0.08, 0.08, 0.12, 0.08, 0.10, 0.07, 0.10, -0.22, -0.20, -0.22, 0.68, -0.34, -0.32, -0.20, 0.11, 0.10, 0.09, 0.12, 0.11, 0.11, 0.07, 0.10, -0.21, -0.22, -0.23, 0.68, -0.34, -0.33, -0.21, 0.12, 0.12, 0.12, 0.12, 0.08, 0.08, 0.10, 0.11, 0.08, -0.46, 0.01, -0.15, -0.14, -0.06, 0.12, 0.13, 0.12, 0.12, 0.10, 0.10, 0.09, -0.47, 0.02, -0.14, -0.14, -0.07, 0.13, 0.13, 0.12, 0.11, 0.12, 0.09, 0.12, -0.49, 0.02, -0.13, -0.19, -0.07, 0.13, 0.11, 0.12, 0.06, 0.14, 0.09, 0.56, -0.66, -0.67, 0.58, 0.05, 0.06, 0.06, 0.07, 0.66, -0.58, -0.63, 0.66, 0.04, 0.03, 0.04, 0.06], "lumo_ev": 0.2, "orbital_gap_ev": 10.102, "homo_ev": -9.9188, "smiles": "O=S1(=O)CCCC1.O=S1(=O)CCCC1.O=S1(=O)CCCC1.O=S1(=O)CCCC1.O=S1(=O)CCCC1.O=C1CCCO1.O=C1CCCO1.O=C1CCCO1.ClCCCl.ClCCCl"}